DFT (ωB97M-V with the def2-TZVPD basis set) results for a cluster of 2 separate species, C3H6BrClO2S in total at a distorted geometry.

Structure (XYZ):
```
14
C3H6BrClO2S ωB97M-V with the def2-TZVPD basis set
C 2.274 -1.161 -0.999
C 1.336 -0.014 1.077
C 1.352 -0.917 -0.101
O -1.281 0.970 0.408
O -3.159 1.669 -1.142
S -2.442 0.448 -0.294
Cl -3.925 0.129 1.224
Br -0.285 -1.920 -0.388
H 3.336 -0.907 -0.902
H 2.105 -1.695 -1.942
H -3.478 2.521 -0.842
H 2.421 0.521 1.053
H 0.684 0.699 0.755
H 1.063 -0.344 2.092
```

molecular weight	221.5	u
HOMO	-9.343	eV
energy relative to the best compared isomer or geometry (same formula, charge and spin)	6.3	kcal/mol
gap between HOMO and LUMO	9.2	eV